1.
C56H53BiBrIN3O3P2S2 as an isolated structure, computed with the ωB97M-V functional and the def2-TZVPD basis.

CARTESIAN COORDINATES (ANGSTROEM)
Bi: -0.687 0.097 -0.195
C: -4.268 0.161 0.006
P: -3.158 -0.142 -1.400
C: -3.447 1.234 -2.546
C: -3.270 1.048 -3.917
C: -3.449 2.111 -4.789
C: -3.803 3.362 -4.300
C: -3.976 3.551 -2.937
C: -3.794 2.493 -2.057
C: -3.698 -1.646 -2.226
C: -2.823 -2.306 -3.085
C: -3.226 -3.463 -3.735
C: -4.505 -3.959 -3.532
C: -5.383 -3.302 -2.679
C: -4.984 -2.149 -2.024
C: -3.635 1.125 0.973
C: -4.218 1.782 2.032
C: -3.175 2.480 2.696
C: -2.013 2.208 2.009
C: -0.606 2.599 2.365
P: 0.430 2.759 0.861
C: 2.144 2.775 1.450
C: 2.562 3.563 2.523
C: 3.876 3.508 2.956
C: 4.787 2.674 2.315
C: 4.382 1.893 1.244
C: 3.062 1.941 0.816
C: 0.113 4.445 0.265
C: 1.110 5.140 -0.417
C: 0.836 6.373 -0.991
C: -0.437 6.918 -0.898
C: -1.435 6.230 -0.222
C: -1.167 4.997 0.356
N: -2.290 1.408 0.926
H: -4.438 -0.815 0.472
H: -5.229 0.529 -0.358
H: -3.006 0.074 -4.307
H: -3.318 1.959 -5.852
H: -3.949 4.188 -4.984
H: -4.258 4.523 -2.554
H: -3.923 2.653 -0.992
H: -1.819 -1.932 -3.237
H: -2.529 -3.979 -4.381
H: -4.819 -4.864 -4.034
H: -6.381 -3.690 -2.523
H: -5.679 -1.646 -1.364
H: -5.264 1.763 2.297
H: -3.263 3.098 3.577
H: -0.128 1.816 2.966
H: -0.598 3.517 2.955
H: 1.860 4.225 3.018
H: 4.196 4.119 3.790
H: 5.815 2.639 2.653
H: 5.090 1.243 0.744
H: 2.742 1.322 -0.015
H: 2.108 4.722 -0.493
H: 1.620 6.911 -1.509
H: -0.649 7.882 -1.343
H: -2.427 6.656 -0.137
H: -1.955 4.465 0.877
C: 5.839 -3.610 0.730
C: 4.465 -3.376 0.171
C: 3.450 -4.311 0.385
C: 2.185 -4.125 -0.137
C: 1.917 -2.983 -0.884
C: 2.906 -2.040 -1.108
C: 4.174 -2.243 -0.579
S: 0.278 -2.754 -1.503
O: -0.596 -2.738 -0.328
O: 0.022 -3.755 -2.503
N: 0.196 -1.261 -2.019
C: 0.547 -0.758 -3.257
C: 1.093 -1.448 -4.316
C: 1.389 -0.790 -5.528
C: 1.143 0.542 -5.694
C: 0.580 1.284 -4.629
C: 0.296 2.664 -4.727
C: -0.262 3.323 -3.672
C: -0.534 2.603 -2.498
N: -0.267 1.323 -2.358
C: 0.282 0.638 -3.412
H: 5.788 -3.895 1.782
H: 6.459 -2.718 0.647
H: 6.340 -4.419 0.194
H: 3.658 -5.196 0.976
H: 1.404 -4.855 0.039
H: 2.693 -1.151 -1.689
H: 4.951 -1.508 -0.757
H: 1.284 -2.508 -4.217
H: 1.817 -1.365 -6.339
H: 1.371 1.044 -6.625
H: 0.521 3.183 -5.652
H: -0.501 4.377 -3.712
H: -0.992 3.103 -1.656
C: -2.303 -4.455 3.301
C: -1.314 -3.373 2.902
S: -2.121 -1.849 2.414
O: -0.966 -0.938 2.013
C: -2.690 -1.176 3.979
C: -1.579 -0.885 4.972
H: -1.762 -5.371 3.535
H: -2.999 -4.676 2.491
H: -2.877 -4.181 4.188
H: -0.758 -3.636 1.999
H: -0.591 -3.132 3.682
H: -3.438 -1.875 4.362
H: -3.208 -0.263 3.676
H: -1.118 -1.794 5.359
H: -1.990 -0.335 5.818
H: -0.803 -0.274 4.511
Br: 2.096 -4.677 3.810
C: 3.683 -3.653 3.936
C: 4.803 -4.280 4.468
C: 5.989 -3.577 4.610
C: 6.057 -2.248 4.218
C: 4.940 -1.626 3.685
C: 3.744 -2.323 3.540
I: 2.100 -1.302 2.772
H: 4.736 -5.314 4.777
H: 6.855 -4.071 5.030
H: 6.978 -1.691 4.329
H: 4.984 -0.587 3.384

Force components x, y, z for each atom (eV/Å):
0.0 -0.1 0.0
0.0 0.0 0.0
-0.1 0.1 -0.1
0.0 0.0 0.0
0.0 0.0 0.0
0.0 0.0 0.0
0.0 0.0 0.0
0.0 0.0 0.0
0.0 0.0 0.0
0.0 0.0 0.0
0.0 0.0 0.0
0.0 0.0 0.0
0.0 0.0 0.0
0.0 0.0 0.0
0.0 0.0 0.0
0.0 0.0 0.0
0.0 0.0 0.0
0.0 0.0 0.0
0.0 0.0 0.0
0.0 0.0 0.0
0.0 0.0 0.0
0.0 0.0 0.0
0.0 0.0 0.0
0.0 0.0 0.0
0.0 0.0 0.0
0.0 0.0 0.0
0.0 0.0 0.0
0.0 0.0 0.0
0.0 0.0 0.0
0.0 0.0 0.0
0.0 0.0 0.0
0.0 0.0 0.0
0.0 0.0 0.0
0.0 0.0 0.0
0.0 0.0 0.0
0.0 0.0 0.0
0.0 0.0 0.0
0.0 0.0 0.0
0.0 0.0 0.0
0.0 0.0 0.0
0.0 0.0 0.0
-0.1 0.0 0.0
0.0 0.0 0.0
0.0 0.0 0.0
0.0 0.0 0.0
0.0 0.0 0.0
0.0 0.0 0.0
0.0 0.0 0.0
0.0 0.0 0.0
0.0 0.0 0.0
0.0 0.0 0.0
0.0 0.0 0.0
0.0 0.0 0.0
0.0 0.0 0.0
0.0 0.0 0.0
0.0 0.0 0.0
0.0 0.0 0.0
0.0 0.0 0.0
0.0 0.0 0.0
0.0 0.0 0.0
0.0 0.0 0.0
0.0 0.0 0.0
0.0 0.0 0.0
0.0 0.0 0.0
0.0 0.0 0.0
0.0 0.0 0.0
0.0 0.0 0.0
0.0 0.0 0.0
0.0 0.0 0.0
0.0 0.0 0.0
0.0 0.1 -0.1
0.0 -0.1 0.0
0.0 0.0 0.0
0.0 0.0 0.0
0.0 0.0 0.0
0.0 0.0 0.0
0.0 0.0 0.0
0.0 0.0 0.0
0.0 0.0 0.0
0.0 0.0 0.0
0.0 0.0 0.0
0.0 0.0 0.0
0.0 0.0 0.0
0.0 0.0 0.0
0.0 0.0 0.0
0.0 0.0 0.0
0.0 0.0 0.0
0.0 0.0 0.0
0.0 0.0 0.0
0.0 0.0 0.0
0.0 0.0 0.0
0.0 0.0 0.0
0.0 0.0 0.0
0.0 0.0 0.0
0.0 0.0 0.0
0.1 0.0 0.0
0.0 0.0 -0.1
0.0 0.1 0.0
0.0 0.0 0.0
0.0 0.0 0.0
0.0 0.0 0.0
0.0 0.0 0.0
0.0 0.0 0.0
0.0 0.0 0.0
0.0 0.0 0.0
0.0 0.0 0.0
0.0 0.0 0.0
0.0 0.0 0.0
0.0 0.0 0.0
0.0 0.0 0.0
0.0 0.0 0.0
0.0 0.0 0.0
0.0 0.0 0.0
0.0 0.0 0.0
0.0 0.0 0.0
0.0 0.0 0.0
0.1 0.1 0.0
-0.1 -0.2 0.0
0.0 0.0 0.0
0.0 0.0 0.0
0.0 0.0 0.0
0.0 0.0 0.0

Output
charge	+1
Kohn-Sham gap	0.269	hartree
ΔE to the lowest compared entry with this formula, charge and spin	0.00	kJ/mol

2.
C58H47AgBF4NO2P2S2 as an isolated structure in a non-equilibrium geometry, computed with the ωB97M-V functional and the def2-TZVPD basis.

CARTESIAN COORDINATES (ANGSTROEM)
Ag: 0.138 0.604 0.617
N: 2.499 -1.282 1.798
P: 0.833 -1.566 2.046
C: 0.943 -2.364 3.700
C: 1.571 -3.600 3.850
C: 1.681 -4.179 5.103
C: 1.156 -3.532 6.214
C: 0.515 -2.312 6.070
C: 0.407 -1.728 4.814
C: 0.458 -3.105 1.108
C: 1.360 -3.728 0.254
C: 0.998 -4.890 -0.413
C: -0.268 -5.429 -0.240
C: -1.173 -4.813 0.613
C: -0.810 -3.657 1.288
P: 2.949 -0.274 0.437
C: 4.722 -0.771 0.417
C: 5.582 -0.488 1.477
C: 6.885 -0.958 1.455
C: 7.337 -1.713 0.379
C: 6.488 -1.994 -0.680
C: 5.181 -1.525 -0.660
C: 3.120 1.357 1.288
C: 3.909 2.320 0.650
C: 3.992 3.608 1.146
C: 3.277 3.963 2.282
C: 2.515 3.014 2.940
C: 2.434 1.716 2.447
H: 3.080 -2.109 1.889
H: 1.963 -4.119 2.983
H: 2.172 -5.138 5.211
H: 1.249 -3.985 7.193
H: 0.102 -1.814 6.937
H: -0.098 -0.776 4.695
H: 2.349 -3.304 0.113
H: 1.712 -5.377 -1.065
H: -0.544 -6.337 -0.762
H: -2.158 -5.238 0.760
H: -1.500 -3.190 1.983
H: 5.223 0.097 2.315
H: 7.554 -0.734 2.277
H: 8.354 -2.084 0.371
H: 6.843 -2.575 -1.523
H: 4.508 -1.740 -1.483
H: 4.476 2.039 -0.230
H: 4.607 4.346 0.644
H: 3.320 4.977 2.659
H: 1.952 3.282 3.822
H: 1.868 0.978 3.001
C: 0.500 7.438 -3.835
C: 0.319 6.021 -3.360
C: 0.404 5.699 -2.011
C: 0.250 4.386 -1.583
C: 0.015 3.397 -2.520
C: -0.095 3.696 -3.870
C: 0.060 5.005 -4.283
S: -0.161 1.685 -1.985
O: -1.270 1.137 -2.786
C: 1.399 1.117 -2.709
C: 2.546 1.822 -2.286
C: 3.788 1.431 -2.678
C: 3.956 0.228 -3.397
C: 5.242 -0.266 -3.715
C: 5.394 -1.472 -4.337
C: 4.260 -2.239 -4.669
C: 3.002 -1.771 -4.407
C: 2.810 -0.515 -3.779
C: 1.501 -0.003 -3.496
C: 0.371 -0.700 -4.196
C: 0.345 -0.553 -5.623
C: 1.189 0.365 -6.297
C: 1.157 0.478 -7.659
C: 0.282 -0.314 -8.426
C: -0.563 -1.188 -7.806
C: -0.557 -1.326 -6.398
C: -1.402 -2.256 -5.753
C: -1.393 -2.362 -4.398
C: -0.550 -1.541 -3.616
S: -0.691 -1.861 -1.853
O: 0.309 -0.972 -1.160
C: -2.359 -1.210 -1.516
C: -2.642 -0.988 -0.177
C: -3.911 -0.610 0.227
C: -4.940 -0.487 -0.700
C: -6.327 -0.119 -0.255
C: -4.642 -0.706 -2.040
C: -3.369 -1.064 -2.454
H: 0.704 8.109 -3.003
H: -0.397 7.787 -4.349
H: 1.330 7.500 -4.540
H: 0.587 6.481 -1.284
H: 0.297 4.137 -0.527
H: -0.313 2.903 -4.576
H: -0.017 5.252 -5.336
H: 2.414 2.706 -1.673
H: 4.666 2.012 -2.421
H: 6.106 0.320 -3.426
H: 6.383 -1.849 -4.566
H: 4.389 -3.207 -5.135
H: 2.136 -2.372 -4.653
H: 1.856 0.995 -5.725
H: 1.806 1.189 -8.154
H: 0.277 -0.218 -9.504
H: -1.257 -1.789 -8.382
H: -2.050 -2.882 -6.355
H: -2.015 -3.093 -3.894
H: -1.880 -1.116 0.578
H: -4.089 -0.410 1.276
H: -6.579 -0.633 0.673
H: -7.067 -0.382 -1.010
H: -6.398 0.954 -0.066
H: -5.421 -0.584 -2.784
H: -3.170 -1.174 -3.509
F: -1.720 1.249 2.216
B: -1.379 2.631 2.372
F: -0.762 2.813 3.604
F: -0.425 2.870 1.310
F: -2.483 3.435 2.209

Force components x, y, z for each atom (eV/Å):
-0.2 0.1 0.4
-0.3 -0.1 -0.4
0.6 -0.6 0.0
-0.3 0.3 0.0
0.0 0.0 0.0
0.0 0.0 0.0
0.0 0.0 0.0
0.0 0.0 0.1
0.0 0.1 -0.1
-0.1 0.2 0.0
-0.1 0.1 0.1
0.1 0.0 -0.1
0.0 0.0 0.0
0.0 0.0 0.0
0.1 0.0 0.0
0.5 0.2 0.6
-0.2 -0.1 -0.1
0.0 0.0 0.0
0.0 0.0 0.0
0.0 0.0 0.0
0.1 0.0 0.0
-0.1 0.0 0.0
0.1 0.0 0.0
0.0 0.0 0.1
0.0 0.1 -0.1
0.0 0.0 0.1
-0.1 0.0 -0.1
0.2 -0.1 0.0
0.2 0.1 0.2
0.0 0.0 0.0
0.0 0.0 0.0
0.0 0.0 0.0
0.0 0.0 0.0
0.0 0.0 0.0
0.0 0.0 -0.1
0.0 0.0 0.0
0.0 0.0 0.0
0.0 0.0 0.0
-0.1 0.0 -0.1
0.0 0.0 0.0
0.0 0.0 0.0
0.0 0.0 0.0
0.0 0.0 0.0
0.0 0.0 0.0
0.0 0.1 0.1
0.0 0.0 0.0
0.0 0.0 0.0
0.0 0.0 0.0
-0.1 0.0 0.0
0.0 -0.1 0.0
0.0 0.0 0.0
0.0 0.0 -0.1
0.0 -0.1 0.2
0.0 -0.1 0.4
0.0 -0.1 -0.1
0.0 0.0 0.1
0.5 0.7 -0.8
-0.3 -0.2 -0.1
0.0 -0.2 0.0
0.0 0.1 -0.1
0.0 0.0 0.0
-0.1 -0.1 -0.2
0.1 0.0 -0.1
0.1 0.1 0.0
-0.1 -0.1 0.0
0.1 -0.1 0.0
0.1 0.1 0.1
-0.2 0.2 0.2
-0.2 -0.1 0.3
-0.2 -0.1 0.0
0.0 0.1 -0.1
0.1 0.1 0.1
-0.1 -0.1 0.0
0.0 0.1 -0.1
0.2 0.1 0.1
-0.1 -0.1 0.1
0.1 -0.1 -0.1
0.2 -0.1 0.0
-0.1 0.2 -0.2
-0.4 -0.4 -0.1
0.1 -0.2 0.0
0.1 -0.1 0.1
0.0 0.0 -0.1
0.0 0.0 0.1
0.1 0.1 0.0
0.0 0.0 0.0
0.1 0.2 -0.1
0.0 0.0 0.0
0.0 0.0 0.0
0.0 0.0 0.0
0.0 0.0 0.0
0.0 0.0 0.0
0.0 0.0 0.0
0.0 0.0 0.0
0.1 0.0 0.0
0.0 0.0 0.0
0.0 0.0 0.0
0.0 0.0 0.0
0.0 0.0 0.0
0.0 0.0 -0.1
0.0 0.0 0.0
0.0 0.0 0.0
0.0 0.0 0.0
0.0 0.0 0.0
0.0 0.0 0.0
0.0 0.0 -0.1
0.2 0.0 0.1
0.0 0.0 0.0
0.0 0.0 0.0
0.0 0.0 0.0
0.0 0.0 0.0
0.0 0.0 0.0
-0.1 0.0 0.0
-0.1 -0.1 0.0
0.0 -0.2 0.0
0.1 0.0 -0.1
0.1 0.1 0.0
0.0 0.0 0.0

Output
Kohn-Sham gap	0.298	hartree
ΔE to the lowest compared entry with this formula, charge and spin	194.59	kJ/mol

3.
C31H72AlBFN2OS as an isolated structure in a non-equilibrium geometry, computed with the ωB97M-V functional and the def2-TZVPD basis.

CARTESIAN COORDINATES (ANGSTROEM)
C: -0.863 -0.223 3.938
C: -0.406 0.979 3.101
C: -0.071 0.577 1.653
C: -1.060 1.167 0.640
C: -1.002 0.498 -0.743
C: -0.155 1.262 -1.772
C: 1.272 0.717 -1.907
C: 1.446 -0.337 -3.003
C: 2.931 -0.695 -3.150
C: 3.189 -2.005 -3.909
C: 4.324 -2.819 -3.286
C: 5.605 -1.998 -3.049
Al: 5.910 -1.340 -1.149
C: 7.710 -1.968 -0.359
S: 8.887 -2.717 -1.540
C: 8.473 -4.458 -1.328
C: 9.029 -5.101 -0.058
C: 5.954 0.726 -1.130
C: 6.522 1.343 0.122
C: 5.852 2.650 0.581
F: 6.470 0.459 1.228
B: 4.391 -1.948 0.254
C: 4.048 -3.447 0.671
O: 3.629 -0.985 0.942
H: -1.864 -0.530 3.630
H: -0.172 -1.051 3.793
H: -0.901 0.015 5.000
H: 0.490 1.370 3.582
H: -1.183 1.744 3.119
H: -0.121 -0.509 1.570
H: 0.938 0.901 1.402
H: -0.920 2.244 0.533
H: -2.066 1.028 1.050
H: -0.652 -0.531 -0.652
H: -2.028 0.455 -1.120
H: -0.629 1.255 -2.755
H: -0.087 2.306 -1.460
H: 1.938 1.546 -2.161
H: 1.631 0.303 -0.962
H: 0.870 -1.234 -2.768
H: 1.070 0.110 -3.928
H: 3.331 -0.806 -2.140
H: 3.406 0.144 -3.657
H: 2.274 -2.606 -3.871
H: 3.381 -1.815 -4.968
H: 3.940 -3.289 -2.376
H: 4.546 -3.643 -3.974
H: 6.463 -2.629 -3.302
H: 5.660 -1.159 -3.752
H: 8.234 -1.128 0.095
H: 7.513 -2.694 0.432
H: 8.823 -5.000 -2.204
H: 7.383 -4.520 -1.295
H: 10.048 -4.787 0.155
H: 8.388 -4.902 0.799
H: 9.028 -6.188 -0.184
H: 4.937 1.095 -1.320
H: 6.558 1.094 -1.966
H: 7.579 1.563 -0.032
H: 5.390 2.483 1.556
H: 5.071 2.968 -0.104
H: 6.585 3.443 0.732
H: 4.186 -4.152 -0.149
H: 3.012 -3.511 1.025
H: 4.688 -3.795 1.490
H: 3.421 -0.300 0.307
C: -4.383 -0.289 1.937
C: -5.799 -0.706 2.303
N: -6.360 -1.684 1.389
C: -7.785 -1.885 1.565
C: -8.278 -2.485 2.888
C: -5.566 -2.886 1.193
C: -5.225 -3.733 2.426
H: -4.333 0.082 0.913
H: -4.047 0.512 2.599
H: -3.674 -1.111 2.039
H: -6.438 0.182 2.270
H: -5.804 -1.050 3.350
H: -8.147 -2.503 0.738
H: -8.268 -0.911 1.432
H: -8.076 -3.554 2.952
H: -9.360 -2.358 2.967
H: -7.827 -1.997 3.753
H: -4.629 -2.594 0.713
H: -6.076 -3.509 0.455
H: -4.907 -3.120 3.270
H: -4.403 -4.411 2.188
H: -6.064 -4.349 2.749
C: -2.065 5.348 -0.567
C: -3.124 4.367 -1.046
N: -4.070 3.994 -0.010
C: -4.898 2.859 -0.372
C: -5.885 3.013 -1.536
C: -4.749 5.093 0.651
C: -5.573 6.057 -0.214
H: -1.542 4.957 0.307
H: -1.331 5.511 -1.357
H: -2.488 6.320 -0.311
H: -2.619 3.454 -1.372
H: -3.616 4.785 -1.940
H: -5.448 2.539 0.518
H: -4.221 2.031 -0.606
H: -6.756 3.607 -1.258
H: -6.250 2.029 -1.835
H: -5.420 3.469 -2.411
H: -3.998 5.677 1.189
H: -5.388 4.672 1.432
H: -5.046 6.342 -1.125
H: -5.772 6.973 0.347
H: -6.538 5.638 -0.494

Force components x, y, z for each atom (eV/Å):
-0.1 0.3 -0.2
0.4 -0.6 0.3
-0.4 0.6 -0.1
0.0 -0.6 0.1
-0.4 0.6 -0.3
0.4 -0.2 0.4
0.0 0.1 -0.5
0.3 0.3 0.3
-0.7 -0.3 -0.3
-0.2 0.0 0.3
0.2 0.1 -0.7
0.1 -0.2 0.4
0.3 0.4 -0.1
-0.4 0.0 -0.5
0.2 0.0 0.0
-0.1 0.1 0.3
-0.2 -0.4 -0.2
0.1 -0.2 0.0
-0.2 0.7 -0.3
0.0 -0.3 0.5
0.0 -0.1 0.1
-0.2 -0.1 -0.1
0.0 0.1 0.4
-0.6 -0.8 -0.3
0.0 -0.2 0.0
0.0 -0.1 0.1
0.0 0.0 0.1
0.0 0.3 0.0
0.1 0.2 0.0
0.2 -0.1 0.0
0.1 -0.2 0.0
0.0 0.1 0.1
0.0 0.0 0.0
0.0 -0.1 0.0
0.0 -0.1 0.0
0.0 0.0 -0.1
-0.2 0.1 0.0
0.1 0.0 0.1
-0.1 0.1 0.1
-0.1 0.0 -0.1
-0.1 -0.3 -0.2
0.2 0.1 0.0
0.4 0.0 0.3
0.0 0.0 -0.1
0.1 0.1 0.0
0.1 0.1 0.2
-0.1 -0.1 0.0
0.1 0.0 0.0
-0.1 0.0 -0.1
0.0 0.0 0.1
0.2 0.0 0.1
0.0 0.1 -0.1
-0.1 -0.1 -0.2
0.0 0.1 0.0
0.1 0.2 0.1
0.0 0.0 0.1
-0.1 0.0 0.1
0.0 -0.1 -0.1
0.2 -0.3 0.1
-0.1 -0.1 0.0
0.1 0.1 -0.1
0.0 0.1 -0.2
0.1 0.0 -0.1
0.0 -0.1 0.0
0.1 0.0 0.0
0.5 0.7 0.2
0.0 0.0 0.0
0.1 0.0 0.1
-0.1 0.0 0.0
-0.2 0.1 -0.1
-0.1 -0.1 0.0
0.2 -0.1 -0.1
0.0 -0.1 -0.1
0.0 -0.1 0.0
0.0 0.0 0.0
0.0 0.0 0.0
-0.1 0.0 0.0
0.0 0.0 0.0
0.1 0.0 0.0
0.1 0.0 0.0
0.1 0.0 0.0
0.0 0.0 0.0
0.0 0.0 0.0
0.0 0.1 0.0
-0.1 0.0 0.0
0.0 0.0 0.0
0.0 0.0 0.0
0.0 0.1 0.1
0.0 0.0 0.0
0.1 0.1 0.0
-0.1 -0.1 0.0
0.0 -0.2 0.0
-0.1 0.0 0.0
0.0 0.2 0.1
-0.1 0.0 0.1
0.0 0.0 0.0
0.0 0.0 0.0
0.0 0.0 0.0
-0.1 -0.1 0.0
0.0 0.0 0.0
0.0 0.1 0.0
0.1 0.1 0.0
0.0 0.1 0.0
0.0 0.0 0.0
0.0 0.0 0.0
0.0 0.0 0.0
0.0 -0.1 -0.1
0.0 0.0 0.0
0.0 0.0 0.0
0.0 0.0 -0.1

Output
charge	-1
Kohn-Sham gap	0.213	hartree

4.
A 2-piece molecular cluster, C4H12 overall in a non-equilibrium geometry, computed with the ωB97M-V functional and the def2-TZVPD basis.

CARTESIAN COORDINATES (ANGSTROEM)
C: -1.223 -1.135 2.075
C: -0.692 -1.113 0.595
H: -2.317 -1.050 2.125
H: -1.007 -2.119 2.501
H: -0.866 -0.417 2.805
H: -0.046 -1.985 0.552
H: -1.563 -0.992 -0.040
H: -0.070 -0.231 0.549
C: 0.792 0.673 -2.008
C: 1.171 1.539 -0.804
H: 0.735 -0.402 -1.849
H: -0.207 0.893 -2.369
H: 1.533 0.948 -2.762
H: 2.151 2.008 -0.861
H: 0.414 2.326 -0.677
H: 1.196 1.056 0.167

Force components x, y, z for each atom (eV/Å):
-0.9 -1.0 0.0
-0.1 0.9 2.7
0.2 0.0 -0.2
0.0 0.1 0.1
0.5 0.4 -0.3
-0.3 -0.1 -1.0
0.4 -0.5 -0.6
0.1 0.0 -0.6
0.3 0.3 0.0
-0.6 0.4 0.7
0.6 0.0 0.2
0.0 0.4 -0.2
-0.4 -0.6 -0.4
0.0 0.1 -0.4
0.4 0.0 -0.1
-0.1 -0.4 0.0

Output
Kohn-Sham gap	0.464	hartree
ΔE to the lowest compared entry with this formula, charge and spin	66.87	kJ/mol
SMILES string	CC.CC

Number 1: HOMO level -9.8 eV. Number 2: HOMO level -8.2 eV. Number 3: HOMO level -3.7 eV. Number 4: HOMO level -11.5 eV.